No. 1
Here is a structure of composition C11H17CeCl2NO2 at a distorted geometry from the OMol25 dataset. Energies are from ωB97M-V/def2-TZVPD.

Last column: Löwdin charge in e.
CARTESIAN COORDINATES (ANGSTROEM)
C 0.326414 -1.181970 -0.759683  -0.34
C 1.182766 -0.042300 -0.915628  -0.31
C 0.366423 1.130881 -0.910277  -0.28
C 2.640326 -0.087813 -1.166726  -0.11
C -0.996133 0.714557 -0.850446  -0.28
C -1.028286 -0.705390 -0.746729  -0.31
C -2.242374 -1.548278 -0.793104  -0.06
C 0.766067 -2.598080 -0.820713  -0.06
C 0.834593 2.523620 -1.091406  -0.07
C -2.178847 1.595524 -0.989121  -0.05
Ce 0.163053 -0.109281 1.690341  0.61
Cl 3.455860 2.054381 1.056343  -0.35
Cl 2.320539 -1.315659 2.328122  0.05
O -0.909515 1.633245 2.022082  -0.38
H 3.062071 -1.072299 -0.936463  0.06
H 3.173815 0.626809 -0.484509  -0.08
H 2.837830 0.211563 -2.204811  0.08
H 1.785766 2.683361 -0.543569  -0.02
H 0.126534 3.244532 -0.670939  0.07
H 0.998442 2.721607 -2.159232  0.07
H -2.058118 2.545380 -0.467008  0.07
H -3.079503 1.125941 -0.587951  0.07
H -2.337644 1.803502 -2.052330  0.08
H -3.091768 -1.057472 -0.319409  0.07
H -2.107875 -2.495141 -0.272225  0.06
H -2.514346 -1.759112 -1.831851  0.08
H 1.734323 -2.744305 -0.334544  0.06
H 0.850233 -2.911527 -1.869329  0.08
H 0.064328 -3.259061 -0.305064  0.07
H -1.796571 1.858339 2.308838  0.02
O -1.230432 -1.592765 2.186953  -0.38
H -1.509261 -2.454965 2.467630  0.00
N 0.211181 0.266605 5.588324  -0.13
C 0.180111 0.195570 4.434432  -0.39

Forces on the atoms, in the same order (eV/Å):
-0.24 1.28 -0.44
-1.15 -0.30 0.25
-0.37 -1.26 0.02
0.79 0.47 0.65
0.88 -0.97 0.33
1.04 0.60 -0.03
-0.36 -0.20 0.08
0.11 -0.35 0.04
0.66 0.40 0.37
-0.21 0.14 0.09
-0.13 0.79 0.61
0.12 0.49 0.55
0.59 -0.66 -0.06
-0.49 0.51 -0.20
-0.09 0.05 -0.32
-0.40 -0.52 -0.74
0.16 -0.21 0.01
-0.37 -0.10 -0.39
-0.06 -0.04 -0.22
-0.05 0.23 0.05
0.11 0.04 0.00
-0.04 -0.02 -0.08
-0.21 0.15 -0.01
-0.10 0.04 0.03
0.07 -0.06 0.00
-0.12 -0.12 -0.08
-0.05 0.06 -0.09
0.02 -0.23 0.06
-0.04 -0.02 -0.10
0.09 0.02 0.15
-0.06 0.25 -0.37
-0.04 -0.34 0.20
-0.10 0.07 0.78
0.07 -0.19 -1.13

max |F|	0.02669	hartree/bohr
charge	-2
E_LUMO	0.1799	hartree
orbital gap	6.5	eV
energy above the lowest of the compared OMol25 structures with the same formula, charge and spin	0.0	kJ/mol
electronic energy	-2030.2595	Eh

=====

No. 2
Here is a structure of composition C14H45O11Ti at a distorted geometry from the OMol25 dataset. Energies are from ωB97M-V/def2-TZVPD.

Last column: Löwdin charge in e.
CARTESIAN COORDINATES (ANGSTROEM)
Ti -2.171040 4.532560 -16.944830  0.72
C -6.476880 4.756090 -17.621290  0.02
C -4.968030 4.549060 -17.521720  -0.68
O -4.525950 3.391460 -17.446960  -0.05
O -4.302680 5.615280 -17.345960  -0.11
H -7.043730 3.838980 -17.781560  0.08
H -6.830770 5.412680 -18.416120  0.08
H -6.797580 5.210240 -16.683740  0.09
C -4.937110 8.613330 -16.908550  -0.16
O -5.417220 7.966010 -18.081630  -0.15
H -4.713350 7.890920 -16.123590  0.07
H -4.005250 9.038890 -17.280870  0.06
H -5.584820 9.461260 -16.685870  0.08
H -4.906680 7.160990 -17.968100  -0.01
C 2.981400 7.575700 -18.942330  -0.12
O 1.855250 6.691620 -18.808930  -0.13
H 3.372520 7.604190 -19.959340  0.08
H 2.794420 8.595640 -18.606380  0.08
H 3.824380 7.323320 -18.299060  0.07
H 2.034560 5.749900 -18.859980  0.09
C -1.552410 7.141370 -18.484930  -0.14
O -0.911530 5.859730 -18.585210  -0.17
H -2.208570 7.350140 -17.639960  0.06
H -0.766360 7.873390 -18.299560  0.08
H -2.107220 7.437760 -19.375120  0.09
H -0.003220 6.014080 -18.854920  0.04
C -4.209440 4.462530 -21.248060  -0.16
O -4.563610 3.201640 -20.715660  -0.11
H -3.496530 5.090410 -20.713630  0.08
H -3.716840 4.230790 -22.192380  0.07
H -5.096520 4.995220 -21.590770  0.08
H -4.459280 3.340960 -19.771570  0.03
C -1.008680 1.766740 -17.613360  -0.16
O -0.172190 2.890740 -17.318610  -0.14
H -2.025640 2.011290 -17.920080  0.05
H -0.786120 1.082700 -18.432300  0.09
H -1.328260 1.199140 -16.739410  0.09
H 0.568930 2.533770 -16.823720  0.09
C -3.985830 2.151330 -14.325500  -0.16
O -4.584530 1.509660 -15.427880  -0.12
H -4.247820 1.657870 -13.389580  0.08
H -2.915610 1.964990 -14.236110  0.06
H -4.129190 3.224480 -14.199410  0.08
H -4.663800 2.167060 -16.122960  0.02
C -5.481180 -0.627760 -20.013990  -0.09
C -4.649040 0.190560 -19.006390  -0.28
O -5.101510 -0.126460 -17.636670  -0.08
H -6.514570 -0.281400 -20.029640  0.07
H -5.459690 -1.652540 -19.643200  0.06
H -5.139600 -0.767320 -21.039630  0.07
H -4.966600 1.205670 -19.244730  0.07
H -3.593080 0.153020 -19.274080  0.10
H -4.636420 0.378400 -16.965550  0.02
C 0.298260 6.216800 -15.062400  -0.06
C -0.999270 6.187320 -14.288530  -0.33
O -1.861810 5.187320 -14.706060  -0.16
H 0.756460 5.227960 -15.044010  0.08
H 1.013940 6.912670 -14.624600  0.08
H 0.182220 6.566030 -16.088400  0.06
H -1.569500 7.104870 -14.433610  0.12
H -0.828640 6.183350 -13.211980  0.11
H -2.663830 5.452210 -14.249780  0.10
C -0.629040 2.461210 -10.962380  -0.08
C -1.705180 3.478540 -11.381230  -0.29
O -1.979150 4.251840 -10.202600  -0.09
H 0.275730 2.976800 -10.640410  0.07
H -0.387750 1.685090 -11.688680  0.07
H -0.931400 1.958840 -10.043520  0.07
H -2.676620 3.005490 -11.524910  0.10
H -1.482000 4.033900 -12.292210  0.08
H -1.240540 4.844710 -10.045910  0.07

Forces on the atoms, in the same order (eV/Å):
-0.36 0.21 -0.44
-0.57 -0.34 -0.37
-1.99 1.47 0.63
1.38 -0.42 -0.17
1.29 -0.94 -0.16
0.35 -0.24 0.26
0.57 0.33 0.00
-0.01 0.01 0.03
0.50 0.85 -1.60
-0.48 0.07 0.59
-0.41 0.27 0.35
0.57 0.46 0.81
-0.12 -0.35 0.56
-0.21 -1.16 -0.75
0.80 -0.51 0.09
-0.39 0.99 0.24
-0.26 0.00 -0.12
-1.00 -0.17 -0.24
-0.03 -0.66 0.11
0.93 0.16 -0.08
0.87 1.35 -0.10
-1.47 -0.18 0.69
-0.18 -1.22 0.23
0.18 0.24 -0.39
0.11 -0.35 -0.20
0.17 0.25 0.04
0.01 -0.33 -2.28
0.45 0.63 0.90
-0.31 -0.15 0.61
0.31 0.09 -0.17
-0.13 0.44 0.58
-0.31 -0.69 0.48
-1.92 -0.88 0.06
-0.71 -0.51 -0.48
0.01 1.34 -0.20
1.31 0.14 0.08
0.89 -0.21 0.42
0.11 0.17 0.13
0.88 -0.88 1.10
0.14 0.27 0.78
-1.00 0.03 -0.01
0.58 0.25 -0.84
-0.42 0.04 -0.42
-0.15 0.46 -0.59
0.10 -1.17 1.06
-1.79 0.91 -0.35
0.67 -0.58 -2.20
0.06 -0.05 0.04
-0.39 -0.22 0.16
0.44 0.82 0.05
0.35 0.34 0.43
0.31 -0.50 0.79
0.23 0.20 -0.01
0.13 0.02 0.03
0.83 2.28 0.11
-0.61 -1.32 -0.03
0.04 -0.06 -0.15
-0.09 -0.01 0.31
-0.24 -0.33 -0.11
0.38 0.63 -0.18
0.22 -0.58 0.22
-0.62 -0.68 -0.29
-0.14 0.03 0.04
-0.25 -1.10 1.42
0.01 0.72 -0.62
0.23 0.17 -0.43
0.02 0.19 -0.20
-0.42 -0.06 -0.12
0.16 -0.35 -0.38
0.26 0.31 0.17
0.11 0.07 0.09

max |F|	0.04965	hartree/bohr
charge	0
E_LUMO (spin up / spin down)	-0.0083 / -0.0107	hartree
orbital gap (spin up / spin down)	4.6 / 9.0	eV
2S+1	4
energy above the lowest of the compared OMol25 structures with the same formula, charge and spin	0.0	kJ/mol
electronic energy	-2237.2789	Eh

=====

No. 3
Here is a structure of composition C26H62B3BrFN8O13P at a distorted geometry from the OMol25 dataset. Energies are from ωB97M-V/def2-TZVPD.

Last column: Löwdin charge in e.
CARTESIAN COORDINATES (ANGSTROEM)
C -0.691867 2.114174 -2.015564  0.01
C -0.729945 3.278952 -3.009208  -0.23
F -0.571402 2.823623 -4.328749  -0.02
B -2.103005 4.008070 -2.777390  -0.51
O -2.104570 5.077523 -1.878223  0.26
B -3.183300 4.899487 -1.057672  -1.07
Br -3.013826 4.596846 0.833345  0.85
O -4.407069 4.803849 -1.671126  0.20
B -4.341344 3.665499 -2.457307  -0.62
P -5.634627 2.280532 -2.089516  0.89
O -7.009060 2.511365 -2.964096  -0.28
O -4.982569 0.832640 -2.474634  -0.28
O -3.283250 3.580341 -3.346853  0.29
H -1.193298 1.262811 -2.448472  0.10
H -1.226419 2.419840 -1.122494  0.08
H 0.332033 1.868876 -1.780255  0.06
H 0.071082 3.980817 -2.788396  0.14
H -6.886887 3.188172 -3.650015  0.06
H -4.073539 0.766458 -2.129181  0.03
C -8.954273 2.959050 -0.294099  -0.02
C -9.883150 2.611625 0.844905  -0.55
O -9.523863 1.951111 1.803746  0.03
N -11.165790 3.069106 0.766807  0.00
C -11.772712 3.861433 -0.284910  -0.08
H -7.976472 2.531965 -0.097313  0.05
H -9.328843 2.549201 -1.231939  0.08
H -8.849014 4.041402 -0.383291  0.09
H -11.734836 2.805022 1.554840  0.13
H -12.138832 4.806015 0.122178  0.08
H -12.616570 3.322347 -0.719864  0.08
H -11.055625 4.075249 -1.069019  0.07
C 4.971033 0.145971 -1.102015  -0.02
C 3.628976 0.801349 -1.304215  -0.54
O 2.571967 0.229572 -1.086377  0.03
N 3.644070 2.086819 -1.752813  0.01
C 4.804973 2.898422 -2.059629  -0.08
H 4.818762 -0.869542 -0.748132  0.07
H 5.521201 0.104909 -2.036282  0.06
H 5.554760 0.690502 -0.362274  0.08
H 2.728901 2.489051 -1.876553  0.13
H 4.813001 3.793527 -1.433959  0.08
H 4.779341 3.208057 -3.106934  0.08
H 5.716081 2.334653 -1.880499  0.05
C -1.795285 -1.048580 1.281429  0.00
C -3.080130 -0.401729 0.823681  -0.53
O -3.096832 0.450025 -0.062334  -0.01
N -4.220973 -0.790077 1.424347  0.03
C -4.379222 -1.774276 2.484714  -0.07
H -0.971558 -0.632872 0.708193  0.08
H -1.624107 -0.855611 2.340866  0.08
H -1.830037 -2.125385 1.117076  0.09
H -5.044745 -0.323072 1.075225  0.15
H -5.041133 -2.568921 2.146751  0.06
H -4.831679 -1.298102 3.353973  0.08
H -3.425346 -2.196773 2.775011  0.05
C -8.866047 -4.825910 4.038740  -0.01
C -7.644850 -4.459980 3.228038  -0.55
O -7.149262 -3.346948 3.273357  0.03
N -7.109771 -5.425963 2.433873  0.01
C -7.560445 -6.793277 2.252826  -0.08
H -9.170757 -3.957659 4.613232  0.08
H -9.687589 -5.120084 3.385059  0.08
H -8.641521 -5.642236 4.726178  0.08
H -6.299290 -5.119994 1.919349  0.14
H -6.768751 -7.487509 2.539173  0.08
H -7.811249 -6.967169 1.205274  0.08
H -8.436379 -6.995431 2.858342  0.07
C 10.202493 0.289257 -1.750259  0.00
C 8.886526 0.991409 -1.975002  -0.54
O 7.812563 0.440658 -1.758874  0.01
N 8.925107 2.263268 -2.436757  0.02
C 10.089504 3.066097 -2.761087  -0.07
H 10.002360 -0.714532 -1.387114  0.08
H 10.763119 0.222869 -2.683451  0.09
H 10.798538 0.818356 -1.006217  0.09
H 8.015596 2.674047 -2.571825  0.13
H 10.098788 3.970463 -2.150114  0.08
H 10.054887 3.351080 -3.813175  0.08
H 11.003059 2.512380 -2.580017  0.07
C -4.102813 -2.048009 6.477041  -0.01
C -2.721603 -1.678936 5.988865  -0.54
O -2.269581 -2.115021 4.942691  0.02
N -1.989381 -0.832115 6.759147  0.01
C -2.360030 -0.216782 8.020002  -0.08
H -4.557064 -2.721782 5.757363  0.08
H -4.047371 -2.550099 7.443606  0.08
H -4.729140 -1.159957 6.566798  0.09
H -1.080321 -0.625955 6.376563  0.14
H -2.336319 0.869861 7.925174  0.08
H -1.655990 -0.512039 8.799690  0.08
H -3.357237 -0.517996 8.319142  0.07
C 7.840374 -1.608084 2.426084  -0.01
C 7.830574 -2.747351 1.433829  -0.56
O 8.834305 -3.087794 0.830164  0.02
N 6.647528 -3.386295 1.232830  0.01
C 5.360599 -3.122465 1.856439  -0.07
H 8.845475 -1.202603 2.475231  0.08
H 7.157657 -0.818782 2.109411  0.08
H 7.553472 -1.958426 3.418209  0.08
H 6.704817 -4.130333 0.556120  0.14
H 5.020099 -4.019287 2.376344  0.08
H 4.637422 -2.872594 1.078720  0.08
H 5.424063 -2.302319 2.561639  0.07
C 7.270706 -0.016655 -5.150284  -0.01
C 8.506690 0.251468 -5.974026  -0.55
O 9.095100 1.321821 -5.930953  0.02
N 8.954494 -0.751021 -6.774163  0.01
C 8.392421 -2.077540 -6.950808  -0.08
H 7.043750 0.869390 -4.566699  0.07
H 6.418442 -0.239036 -5.793634  0.09
H 7.445874 -0.846762 -4.465270  0.09
H 9.781932 -0.509552 -7.295891  0.14
H 9.128122 -2.833698 -6.672720  0.08
H 8.117456 -2.229154 -7.995796  0.08
H 7.509669 -2.208603 -6.335890  0.07

Forces on the atoms, in the same order (eV/Å):
0.13 0.70 -0.55
-0.42 0.10 -0.08
0.08 -0.01 0.19
0.92 0.59 -1.20
0.34 -0.92 0.60
-0.24 1.19 0.35
0.04 0.23 -0.23
-0.28 -0.78 0.86
-0.95 0.58 -2.13
-0.63 -0.33 2.97
0.72 0.47 -0.88
0.16 0.29 -1.32
0.31 -0.77 0.98
-0.18 -0.30 -0.05
0.03 -0.22 0.46
0.20 -0.37 0.25
0.26 0.05 -0.14
-0.19 -0.56 -0.03
-0.28 -0.15 0.26
-0.04 -0.06 0.14
0.05 -0.02 0.03
0.01 -0.01 0.01
0.07 0.05 -0.13
-0.14 -0.15 0.34
0.00 -0.03 0.05
0.03 0.10 -0.07
-0.02 0.00 -0.12
-0.01 0.00 0.00
0.00 0.05 -0.11
0.01 0.06 -0.10
0.04 -0.01 -0.01
-0.39 -0.17 0.08
-0.06 -0.14 0.07
-0.02 0.06 0.00
0.10 -0.04 0.03
-0.31 0.08 -0.03
-0.12 0.00 0.02
0.20 0.09 0.06
0.18 0.01 -0.13
0.01 0.02 -0.02
0.11 0.01 -0.02
0.11 0.02 0.00
0.00 -0.03 0.01
0.07 0.14 -0.08
-0.07 -0.01 0.03
0.11 0.18 -0.34
0.17 -0.04 0.00
-0.19 0.18 -0.30
-0.04 0.04 -0.05
-0.02 -0.14 0.04
0.01 -0.03 0.11
-0.03 -0.01 0.02
-0.05 -0.03 0.13
0.00 -0.12 0.08
0.04 0.07 0.04
0.01 0.04 0.01
0.01 0.05 -0.01
0.00 -0.03 0.05
-0.13 -0.05 0.10
0.29 0.19 -0.15
0.05 0.06 -0.02
-0.01 -0.08 0.04
-0.07 -0.06 -0.04
0.01 -0.02 -0.02
-0.07 -0.08 0.02
-0.07 -0.09 0.03
-0.02 0.02 0.03
-0.07 -0.11 0.02
-0.06 -0.05 -0.05
0.17 0.10 -0.05
0.16 -0.06 0.16
-0.34 0.12 -0.12
-0.08 0.00 0.03
0.07 0.06 0.03
0.08 0.01 -0.06
0.01 0.02 -0.07
0.10 0.00 0.00
0.10 -0.03 -0.02
0.01 -0.05 0.01
0.02 -0.03 -0.05
-0.03 -0.01 -0.03
0.08 -0.02 -0.03
-0.14 -0.04 0.06
0.31 0.03 -0.21
0.04 0.00 -0.06
-0.06 0.07 0.04
-0.03 -0.02 0.09
0.01 0.02 0.01
-0.08 0.01 0.08
-0.08 0.02 0.08
-0.03 -0.02 -0.02
0.03 0.01 -0.01
0.03 -0.02 -0.09
0.03 0.02 0.01
0.06 0.16 0.20
0.18 -0.35 -0.46
0.04 -0.04 -0.05
-0.05 -0.01 0.07
-0.07 0.06 0.01
-0.03 -0.01 -0.01
-0.11 0.10 0.10
-0.15 0.09 0.16
0.04 0.03 0.00
0.03 0.04 -0.02
0.02 0.13 0.02
0.02 0.00 0.05
-0.12 -0.04 0.08
0.29 0.17 -0.15
0.07 0.03 0.02
0.00 -0.12 0.04
-0.13 -0.03 0.00
0.01 -0.01 -0.01
-0.08 -0.08 0.02
-0.08 -0.08 0.03
-0.02 0.03 0.03

max |F|	0.05939	hartree/bohr
charge	0
E_LUMO	0.0115	hartree
orbital gap	7.8	eV
energy above the lowest of the compared OMol25 structures with the same formula, charge and spin	61.8	kJ/mol
electronic energy	-5534.2565	Eh

=====

No. 4
Here is a cluster of 2 separate species, C10H10S in total at a distorted geometry from the OMol25 dataset. Energies are from ωB97M-V/def2-TZVPD.

Last column: Löwdin charge in e.
CARTESIAN COORDINATES (ANGSTROEM)
S 1.800317 2.625778 0.215318  0.70
C 1.058129 1.341465 0.889176  -0.64
C -0.257257 0.747675 0.548274  -0.33
C -0.867627 1.033470 -0.675636  -0.07
C -2.012449 0.347561 -0.977187  -0.09
C -2.674230 -0.486583 -0.115706  -0.06
C -2.164713 -0.566578 1.216918  -0.06
C -0.902562 0.009100 1.545105  -0.03
H 1.568355 0.725765 1.657280  0.06
H -0.567056 1.679927 -1.435014  0.09
H -2.265630 0.524302 -1.963566  0.09
H -3.595178 -0.988325 -0.378769  0.10
H -2.793856 -1.078529 1.905140  0.08
H -0.516148 -0.058007 2.641817  0.15
C 2.020820 -1.682257 0.239080  0.01
C 2.075807 -0.740194 -0.700205  -0.23
C 2.096913 -0.024827 -1.699885  -0.03
H 1.368783 -2.579253 0.325942  0.07
H 2.641689 -1.529997 1.172116  0.08
H 1.350092 0.836698 -1.864125  0.07
H 2.635799 -0.137190 -2.546081  0.04

Forces on the atoms, in the same order (eV/Å):
-0.56 -0.55 0.52
0.29 -0.07 0.22
0.91 1.63 0.44
-0.58 -1.68 1.98
0.29 -0.06 0.10
0.69 0.19 2.06
0.74 0.55 -1.48
-1.55 -0.78 0.94
-0.16 0.70 -0.19
1.28 1.09 -0.61
-1.43 -0.07 -1.85
0.05 -0.01 -0.03
0.02 -0.38 0.79
-0.48 0.06 -2.32
0.82 1.06 1.10
-0.35 -5.54 4.54
-3.14 5.03 -2.68
0.36 0.98 -0.73
-0.59 -0.15 -1.15
1.21 -1.23 0.71
2.18 -0.76 -2.35

max |F|	0.13948	hartree/bohr
SMILES	S=Cc1ccccc1.C=C=C
charge	0
E_LUMO	-0.0244	hartree
orbital gap	8.0	eV
energy above the lowest of the compared OMol25 structures with the same formula, charge and spin	214.9	kJ/mol
electronic energy	-785.0939	Eh